Formula: C4H10N2O2S2
Source: the Open Molecules 2025 dataset
Level of theory: wB97M-V/def2-TZVPD

Structure (XYZ):
```
20
Properties=species:S:1:pos:R:3:forces:R:3:nbo_charge:R:1
C 0.822076 -1.108009 -1.626739 -0.6 -2.5 -0.7 0.7228
C 1.262668 0.296191 1.166755 0.0 -0.5 0.9 -0.7005
C -1.000467 1.264708 0.981481 -2.2 1.9 -0.6 -0.7147
C 0.233669 0.837939 0.274760 -1.3 -1.2 -0.8 0.1034
N 0.780176 -2.416676 -2.187469 1.0 2.5 0.8 -0.8581
N -0.368622 -0.818457 -1.035969 0.3 1.4 1.7 -0.3312
O 1.809521 -0.325471 -1.677622 -1.0 -1.8 0.2 -0.6940
O -1.178048 -2.006436 -0.772598 2.5 0.8 1.3 -0.5798
S -0.125074 3.525561 -0.766779 0.8 1.0 -1.5 -0.2678
S 0.833333 1.641501 -1.060701 0.4 2.2 -1.7 0.3950
H 1.970520 1.103303 1.380709 -0.1 -0.1 0.0 0.2470
H 1.811919 -0.555038 0.784782 0.0 -0.1 0.0 0.2697
H 0.693203 0.082310 2.061894 0.6 -0.6 0.6 0.2117
H -0.745326 2.159937 1.602562 0.1 -0.5 -0.4 0.2553
H -1.355349 0.549523 1.713590 0.1 -0.5 -0.1 0.2436
H -1.932410 1.622652 0.352795 2.2 -0.9 0.8 0.2580
H -0.147936 -2.818439 -2.282327 1.0 -0.2 -0.1 0.4122
H 1.620457 -2.652868 -2.674304 -0.2 -0.5 -0.5 0.3997
H -1.835365 -1.810008 -1.381815 -2.5 0.3 -1.5 0.4634
H 0.651973 4.051702 -1.853854 -1.1 -0.7 1.5 0.1643
```
Positions in Å, forces in eV/Å.

For the LUMO energy (alpha / beta), the calculation gives -0.41 / -0.41 eV. As for the total charge: 0. As for the HOMO-LUMO gap (alpha / beta): 7.66 / 7.66 eV. Its energy is -33051.749 eV. The maximum force is 0.0577 Eh/bohr. The energy relative to the best compared isomer or geometry (same formula, charge and spin) comes out at 51.41 kcal/mol.

Formula: C4H10N2O3
Source: the Open Molecules 2025 dataset
Level of theory: wB97M-V/def2-TZVPD

Structure (XYZ):
```
19
Properties=species:S:1:pos:R:3:forces:R:3:nbo_charge:R:1
C -0.361714 -0.143287 -0.851230 -0.6 -3.1 -0.8 0.4002
C -0.142587 -0.855910 0.967889 -0.7 2.1 -1.9 -0.1439
C -1.806444 -0.533676 -1.147767 0.3 0.0 0.0 -0.6696
N 1.080785 -0.553122 1.493438 1.0 0.4 1.0 -0.6515
C 1.502314 0.802864 1.697062 0.7 -1.8 -1.2 0.7744
N 0.622490 1.645840 1.128274 -2.2 -0.9 -1.6 -0.8798
O 0.567427 -1.071617 -1.383727 0.1 -0.2 0.2 -0.7560
O -0.182551 1.049819 -1.604120 0.1 0.4 1.1 -0.7198
O 2.602551 1.039788 2.151710 -0.4 0.3 0.4 -0.6343
H 0.452719 -1.127685 -2.343082 0.0 0.2 0.0 0.4689
H 0.729752 1.345420 -1.485199 0.1 0.0 -0.1 0.4824
H 1.835448 -1.215954 1.384917 -0.1 0.2 0.1 0.4136
H -0.060910 1.139479 0.339936 2.3 2.3 2.8 0.4309
H 0.925254 2.606398 1.087475 -0.3 0.0 -0.2 0.4100
H -0.957255 -0.324171 1.448254 -0.1 -0.3 0.3 0.1954
H -0.310726 -1.915831 0.811793 0.0 0.2 -0.3 0.2306
H -1.987618 -0.551134 -2.224790 0.1 0.2 0.0 0.2142
H -2.474343 0.194307 -0.690703 -0.2 0.0 0.0 0.2208
H -2.034592 -1.531530 -0.780129 0.0 0.0 0.2 0.2136
```
Positions in Å, forces in eV/Å.

For the LUMO energy, the calculation gives 0.53 eV. As for the total charge: 0. As for the HOMO-LUMO gap: 9.38 eV. Its energy is -13431.331 eV. The maximum force is 0.0844 Eh/bohr. The energy relative to the best compared isomer or geometry (same formula, charge and spin) comes out at 58.24 kcal/mol.

Formula: C4H10N2O3
Source: the Open Molecules 2025 dataset
Level of theory: wB97M-V/def2-TZVPD

Structure (XYZ):
```
19
Properties=species:S:1:pos:R:3:forces:R:3:nbo_charge:R:1
C 1.656817 0.174924 -0.111254 2.6 0.6 1.8 0.7333
C -1.028013 1.638453 -0.476246 -0.4 -4.2 -2.5 -0.6193
C -0.930921 0.136287 0.147489 0.9 1.2 -1.0 -0.0706
C 0.364919 -0.399263 -0.542030 -1.8 -2.7 3.9 0.3811
N 0.442171 -1.103214 -1.666360 -2.7 1.3 0.1 -0.7587
N -0.829477 0.248992 1.629514 -2.0 1.7 -0.2 -0.8742
O 2.651763 0.033372 -0.784445 -0.7 0.1 -0.1 -0.5710
O 1.775236 0.781185 1.110725 0.6 -0.4 -2.3 -0.6675
O 0.547928 -1.820527 0.865535 0.2 -0.7 -1.9 -0.9983
H -0.219354 2.253386 -0.295446 1.7 1.1 1.0 0.2223
H -1.130841 1.627028 -1.594644 0.6 -0.7 0.6 0.2098
H -1.932543 2.058811 -0.316153 -2.8 1.6 1.6 0.2183
H -1.723137 -0.599333 -0.082686 0.1 0.8 -0.5 0.2098
H -0.355820 -1.620633 -2.053083 0.9 0.4 0.4 0.4147
H 1.382830 -1.249219 -1.867221 1.8 -0.7 -1.2 0.4280
H -0.452352 -0.544954 2.046217 1.3 -2.1 0.1 0.4108
H -1.779250 0.230733 2.089352 1.1 0.7 -1.2 0.3786
H 0.939385 0.832818 1.569451 -1.2 0.0 0.5 0.5078
H 0.620659 -2.678846 0.331285 0.0 2.0 1.0 0.4451
```
Positions in Å, forces in eV/Å.

For the LUMO energy, the calculation gives 0.31 eV. As for the total charge: 0. As for the HOMO-LUMO gap: 9.64 eV. Its energy is -13430.875 eV. The maximum force is 0.0985 Eh/bohr. The energy relative to the best compared isomer or geometry (same formula, charge and spin) comes out at 68.75 kcal/mol.

Formula: C4H10N2O3
Source: the Open Molecules 2025 dataset
Level of theory: wB97M-V/def2-TZVPD

Structure (XYZ):
```
19
Properties=species:S:1:pos:R:3:forces:R:3:nbo_charge:R:1
C 1.269206 0.909745 2.391006 1.7 2.5 0.4 -0.2647
O -0.117122 0.984531 2.227632 -1.3 -0.2 -0.7 -0.5258
C -0.594478 0.962738 0.916121 0.2 2.2 -0.2 0.2403
O -0.364072 -0.282265 0.352483 -0.1 -3.0 -0.3 -0.4296
N -0.741710 -0.316873 -1.007995 -0.8 -0.8 -0.1 -0.1972
C -1.755709 -1.367310 -1.353037 -0.7 0.9 -1.0 -0.4290
C 0.276641 -0.244614 -1.943880 -1.6 0.3 -2.9 0.1435
N 1.521282 -0.202478 -1.918986 0.5 0.0 -0.1 -0.1359
O 2.051044 -0.372199 -0.690365 1.0 -0.8 2.6 -0.5783
H 1.854297 1.342397 1.514476 -0.9 -0.3 0.8 0.1852
H 1.548676 1.552952 3.328568 -0.5 -1.4 -1.6 0.1947
H 1.620718 -0.093302 2.487458 0.1 -0.8 0.4 0.1770
H -1.721146 1.194332 0.908803 1.8 -0.1 0.1 0.1747
H 0.065610 1.614885 0.265539 -1.1 0.3 0.7 0.1467
H -1.447934 -2.465806 -1.376283 0.0 1.6 0.2 0.2035
H -2.585512 -1.190402 -0.666642 0.1 -0.4 0.0 0.2167
H -2.173517 -1.038993 -2.389559 0.9 -0.8 1.7 0.2190
H -0.110678 -0.186646 -2.995147 0.0 0.0 1.2 0.1920
H 1.404404 -0.800691 -0.050192 0.8 0.9 -1.2 0.4671
```
Positions in Å, forces in eV/Å.

For the LUMO energy, the calculation gives 0.72 eV. As for the total charge: 0. As for the HOMO-LUMO gap: 9.69 eV. Its energy is -13427.611 eV. The maximum force is 0.0642 Eh/bohr. The structure (SMILES) is COCON(C)/C=N\O. The energy relative to the best compared isomer or geometry (same formula, charge and spin) comes out at 144.02 kcal/mol.